Record 1
81
Properties=species:S:1:pos:R:3:lowdin_charge:R:1 method="wB97M-V/def2-TZVPD" e_above_lowest_ev=3.1237 e_tot_ev=-56161.5886
O -3.393 -0.793 2.581 -0.048
H -2.633 -1.187 2.152 -0.002
H -3.053 0.006 2.985 0.002
O 3.612 -1.260 -1.907 -0.027
H 4.477 -0.962 -1.626 0.078
H 3.749 -2.166 -2.185 0.075
O -5.889 -1.241 1.876 -0.084
H -6.294 -0.745 2.587 0.019
H -4.958 -1.025 1.933 -0.043
O -0.523 1.980 -2.835 -0.023
H -1.440 2.254 -2.822 0.068
H -0.405 1.496 -2.017 0.015
O 0.927 -4.233 -2.909 -0.071
H 0.740 -4.596 -3.775 0.031
H 0.261 -3.557 -2.784 -0.035
O -1.366 -1.926 -5.394 -0.053
H -0.787 -1.919 -4.632 -0.015
H -1.929 -2.688 -5.260 0.021
O 1.108 -1.005 3.472 -0.030
H 0.716 -1.859 3.291 0.016
H 1.640 -0.816 2.699 0.022
O -2.233 -4.835 2.192 -0.020
H -2.354 -4.974 3.132 0.077
H -1.368 -5.201 2.006 0.052
O 3.900 0.913 3.024 -0.034
H 3.512 1.435 2.322 -0.001
H 4.802 1.227 3.086 0.070
O 2.054 -1.452 -4.193 -0.035
H 2.475 -2.305 -4.300 0.029
H 2.630 -0.974 -3.596 -0.015
O 0.145 2.244 1.062 -0.024
H -0.382 3.041 1.125 0.015
H 1.049 2.547 1.147 0.017
O 1.715 1.455 -5.065 -0.051
H 1.366 1.192 -4.214 -0.017
H 1.881 2.394 -4.977 0.013
O 3.882 2.687 -1.378 -0.051
H 3.306 2.025 -1.762 -0.017
H 4.267 3.136 -2.131 0.046
O -3.629 -2.547 -1.973 -0.041
H -4.299 -2.788 -2.613 0.047
H -3.864 -3.036 -1.184 -0.012
O 2.472 3.961 3.947 -0.058
H 2.760 3.582 3.117 -0.037
H 2.346 3.208 4.525 -0.023
O 2.986 2.882 1.488 -0.051
H 2.965 2.583 0.579 0.044
H 3.542 3.661 1.472 0.094
O -0.252 -0.076 -0.271 -0.044
H -0.869 -0.631 0.206 0.019
H 0.018 0.585 0.367 0.000
O -1.601 -2.178 1.045 -0.046
H -0.681 -2.443 1.032 0.008
H -2.073 -2.965 1.317 0.022
O 0.554 4.414 -3.728 -0.051
H 1.003 4.824 -2.988 0.022
H 0.170 3.616 -3.363 -0.033
O -3.019 3.500 2.121 -0.028
H -2.531 3.895 1.398 0.005
H -3.165 4.220 2.734 0.059
O 1.960 0.801 -1.800 -0.039
H 1.227 0.513 -1.256 0.003
H 2.475 0.007 -1.946 -0.012
O -0.780 -2.120 -2.520 -0.040
H -0.345 -1.730 -1.762 0.029
H -1.710 -2.119 -2.291 0.020
O -4.024 -4.369 0.081 -0.037
H -4.927 -4.303 0.392 0.062
H -3.529 -4.662 0.846 -0.004
O -1.080 4.532 0.110 -0.022
H -0.841 4.244 -0.771 0.051
H -0.809 5.449 0.144 0.073
O 2.493 1.526 5.190 -0.052
H 3.056 1.244 4.470 -0.024
H 1.606 1.483 4.833 0.035
O -2.029 1.351 3.619 -0.044
H -1.133 1.671 3.513 0.035
H -2.577 2.049 3.261 0.002
O 0.740 -3.740 1.272 -0.024
H 0.645 -4.509 0.711 0.060
H 1.544 -3.900 1.765 0.060

Record 2
33
Properties=species:S:1:pos:R:3:lowdin_charge:R:1 method="wB97M-V/def2-TZVPD" e_above_lowest_ev=13.5698 e_tot_ev=-46623.5319
C -3.824 -1.878 1.108 0.030
C -3.865 -0.434 0.802 -0.283
N -4.895 0.349 1.173 0.074
O -4.809 1.525 0.813 0.100
C -3.671 1.511 0.060 -0.231
C -3.145 0.362 0.203 -0.251
C -1.918 -0.020 -0.251 -0.045
N -1.298 -1.054 -0.580 0.226
C -0.150 -0.819 -1.185 -0.554
N 0.105 0.362 -1.435 0.191
O -1.116 1.244 -0.977 -0.036
C 0.791 -1.809 -1.445 -0.337
H 1.597 -1.822 -2.262 0.132
H 0.404 -2.755 -1.519 0.035
S 1.866 -2.281 0.035 0.982
C 3.071 -1.061 0.314 -0.657
C 3.174 -0.052 -0.552 -0.154
C 4.144 0.961 -0.429 -0.114
C 5.323 0.893 0.314 -0.809
C 5.193 -0.297 1.301 -0.010
C 4.140 -1.253 0.994 -0.165
H 4.056 -2.039 1.855 0.142
H 6.026 -0.400 1.932 0.064
Cl 6.456 1.970 0.663 0.774
H 4.179 2.071 -1.368 0.210
H 2.409 0.343 -1.292 0.102
C -3.265 2.835 -0.275 -0.016
H -3.978 3.924 -0.018 0.193
H -2.386 3.246 0.260 0.094
H -3.136 2.969 -1.285 0.042
H -3.863 -2.282 0.014 0.133
H -4.726 -2.267 1.509 0.077
H -2.890 -2.045 1.524 0.061

Record 3
27
Properties=species:S:1:pos:R:3:mulliken_spin:R:1 method="wB97M-V/def2-TZVPD" e_above_lowest_ev=3.5161 e_tot_ev=-32684.2948 spin_multiplicity=3
C -1.784 -1.078 -0.702 0.446
C 1.294 -0.472 -0.834 0.085
C -1.378 0.157 -1.107 0.460
H -2.200 -1.219 0.306 0.023
C 1.137 0.881 -0.378 0.050
H 2.332 -0.792 -0.826 0.025
H -0.723 0.216 -1.966 -0.030
H 2.101 1.308 -0.071 0.002
C -1.404 1.402 -0.318 0.050
H -1.466 1.359 0.764 -0.009
H -2.199 2.083 -0.686 0.033
C -0.738 -2.091 -1.125 0.007
H -1.225 -2.743 -1.864 0.000
H -0.447 -2.744 -0.303 0.003
C 0.564 -1.463 -1.692 0.023
H 0.511 -1.165 -2.739 0.005
H 1.237 -2.309 -1.806 -0.009
C 0.070 1.893 -0.706 0.006
H 0.081 2.074 -1.791 0.010
H 0.379 2.818 -0.192 -0.003
Pd 0.753 -0.307 1.013 0.759
H -2.379 -0.431 -1.501 -0.004
O 0.997 -0.520 4.730 0.002
Cl 1.115 0.534 3.768 0.004
O 1.307 1.825 4.357 0.006
O 2.200 0.227 2.795 0.037
O -0.133 0.556 2.875 0.018

Record 4
9
Properties=species:S:1:pos:R:3:lowdin_charge:R:1 method="wB97M-V/def2-TZVPD" e_above_lowest_ev=0.0000 e_tot_ev=-12049.0987
C 0.150 -0.989 1.434 -0.189
C 0.616 0.300 -0.715 -0.195
C 0.673 0.112 0.716 -0.274
N -0.213 -2.021 1.761 0.174
N 0.570 0.481 -1.845 0.134
N 1.168 1.108 1.378 -0.019
N -1.849 -0.229 -2.137 0.012
N 1.650 2.012 1.853 0.309
N -2.765 -0.774 -2.444 0.048

Record 5
217
Properties=species:S:1:pos:R:3:lowdin_charge:R:1 method="wB97M-V/def2-TZVPD" smiles=COC[C@H](C)N.COC[C@H](C)N.COC[C@H](C)N.COC[C@H](C)N.COC[C@H](C)N.COC[C@H](C)N.COCCOCCOC.COCCOCCOC.COCCOCCOC.COCCOCCOC.COCCOCCOC e_above_lowest_ev=2.7212 e_tot_ev=-110124.8486
C 1.801 -2.739 0.754 -0.095
O 1.590 -2.450 2.134 -0.202
C 2.755 -2.080 2.882 -0.200
C 3.351 -3.124 3.780 -0.399
C 4.293 -4.110 2.993 -0.042
N 2.226 -3.785 4.484 0.055
H 0.898 -2.860 0.158 0.079
H 2.366 -3.670 0.702 0.067
H 2.409 -2.012 0.215 0.083
H 3.442 -1.578 2.201 0.118
H 2.297 -1.373 3.574 0.124
H 4.070 -2.596 4.406 0.122
H 3.747 -4.442 2.111 0.049
H 4.514 -5.017 3.555 0.073
H 5.151 -3.522 2.668 0.058
H 2.410 -4.731 4.787 0.062
H 1.437 -3.924 3.870 0.060
C -0.730 7.169 4.351 -0.092
O 0.182 6.377 3.529 -0.213
C -0.555 5.560 2.576 -0.172
C 0.313 4.771 1.511 -0.384
C 1.182 5.762 0.596 -0.031
N -0.531 4.011 0.647 0.055
H -1.051 8.146 3.989 0.081
H -0.126 7.516 5.190 0.077
H -1.517 6.519 4.732 0.084
H -1.198 4.878 3.133 0.105
H -1.264 6.216 2.071 0.119
H 0.975 4.074 2.025 0.109
H 1.770 6.346 1.304 0.064
H 0.555 6.484 0.073 0.069
H 1.839 5.240 -0.100 0.054
H -0.041 3.400 0.009 0.052
H -1.008 3.325 1.216 0.049
C 6.709 -0.914 2.258 -0.084
O 5.753 0.124 1.929 -0.219
C 6.310 1.123 1.159 -0.227
C 5.260 2.318 0.971 -0.361
C 3.960 1.784 0.323 -0.046
N 5.925 3.349 0.105 0.032
H 7.676 -0.549 2.605 0.080
H 6.994 -1.488 1.377 0.089
H 6.449 -1.509 3.133 0.076
H 7.131 1.548 1.737 0.116
H 6.702 0.661 0.252 0.122
H 5.028 2.742 1.947 0.113
H 4.247 1.266 -0.592 0.073
H 3.282 2.619 0.145 0.071
H 3.556 1.149 1.111 0.062
H 6.753 3.778 0.492 0.062
H 6.079 2.981 -0.823 0.056
C 4.537 -4.375 -2.977 -0.068
O 4.709 -5.010 -1.659 -0.193
C 4.395 -6.411 -1.706 -0.227
C 4.364 -7.037 -0.296 -0.406
C 5.656 -6.927 0.503 -0.073
N 4.045 -8.515 -0.383 0.032
H 4.691 -5.095 -3.781 0.082
H 5.154 -3.487 -3.118 0.081
H 3.506 -4.025 -3.017 0.069
H 3.435 -6.604 -2.184 0.116
H 5.095 -7.028 -2.270 0.118
H 3.619 -6.426 0.215 0.122
H 6.455 -7.368 -0.093 0.077
H 5.595 -7.361 1.501 0.079
H 5.944 -5.877 0.550 0.067
H 4.697 -9.241 -0.643 0.066
H 3.168 -8.653 -0.864 0.055
C -1.055 2.781 -6.225 -0.091
O -2.148 2.248 -5.454 -0.215
C -3.328 1.902 -6.228 -0.144
C -4.187 0.916 -5.337 -0.430
C -5.548 0.471 -5.943 -0.071
N -4.608 1.509 -4.158 0.030
H -0.122 2.828 -5.663 0.057
H -1.208 3.792 -6.604 0.091
H -0.827 2.120 -7.062 0.081
H -3.795 2.866 -6.432 0.124
H -3.114 1.412 -7.178 0.113
H -3.734 -0.063 -5.183 0.124
H -5.993 -0.395 -5.452 0.056
H -5.395 0.129 -6.967 0.068
H -6.335 1.218 -6.039 0.076
H -3.787 1.865 -3.692 0.066
H -5.219 2.309 -4.238 0.087
C -7.248 1.578 8.710 -0.130
O -6.016 1.520 8.101 -0.215
C -4.965 0.775 8.671 -0.211
C -3.689 1.037 7.868 -0.435
C -3.888 0.659 6.350 -0.043
N -2.693 0.215 8.424 0.032
H -7.908 2.074 7.998 0.092
H -7.210 2.088 9.672 0.087
H -7.641 0.571 8.845 0.085
H -4.916 1.109 9.708 0.123
H -5.311 -0.258 8.681 0.124
H -3.678 2.126 7.927 0.142
H -2.852 0.725 6.016 0.057
H -4.500 1.404 5.843 0.071
H -4.372 -0.316 6.303 0.076
H -1.764 0.345 8.049 0.074
H -2.835 -0.782 8.354 0.083
C 0.505 3.977 7.087 -0.077
O 0.845 2.997 6.067 -0.211
C 1.438 3.633 4.897 -0.176
C 2.582 2.819 4.294 -0.152
O 3.355 2.142 5.342 -0.133
C 4.560 1.548 4.807 -0.162
C 5.315 0.945 6.045 -0.163
O 5.816 2.013 6.893 -0.182
C 6.479 1.487 8.018 -0.130
H 1.420 4.185 7.642 0.085
H -0.090 3.469 7.847 0.081
H 0.096 4.890 6.654 0.077
H 1.864 4.581 5.225 0.118
H 0.563 3.808 4.271 0.094
H 3.196 3.607 3.857 0.119
H 2.277 2.059 3.575 0.109
H 5.147 2.301 4.282 0.112
H 4.424 0.747 4.079 0.099
H 6.103 0.288 5.675 0.109
H 4.683 0.306 6.663 0.121
H 6.880 2.247 8.688 0.086
H 7.346 0.905 7.704 0.080
H 5.801 0.838 8.571 0.084
C 3.239 2.644 -3.098 -0.094
O 2.480 2.628 -4.313 -0.200
C 2.623 3.758 -5.189 -0.185
C 1.991 5.018 -4.667 -0.169
O 0.606 4.827 -4.269 -0.148
C 0.325 5.174 -2.900 -0.187
C -1.135 5.032 -2.501 -0.176
O -1.857 5.926 -3.378 -0.175
C -3.262 5.664 -3.406 -0.101
H 4.315 2.736 -3.246 0.086
H 3.189 1.690 -2.574 0.064
H 2.878 3.412 -2.414 0.076
H 2.215 3.428 -6.145 0.123
H 3.688 3.948 -5.326 0.121
H 1.868 5.680 -5.524 0.127
H 2.602 5.516 -3.914 0.125
H 0.640 6.207 -2.755 0.123
H 1.025 4.676 -2.229 0.090
H -1.196 5.410 -1.480 0.099
H -1.517 4.016 -2.401 0.115
H -3.607 4.645 -3.580 0.068
H -3.706 6.421 -4.053 0.089
H -3.645 5.837 -2.401 0.080
C 0.043 -2.199 -3.382 -0.128
O -0.421 -0.987 -2.883 -0.199
C 0.479 0.106 -3.079 -0.162
C -0.042 1.376 -2.348 -0.145
O 0.249 1.542 -0.947 -0.147
C -0.284 0.503 -0.132 -0.181
C -0.157 0.638 1.386 -0.140
O -1.283 1.447 1.896 -0.195
C -1.474 1.349 3.312 -0.089
H 0.951 -2.472 -2.845 0.080
H 0.387 -2.086 -4.410 0.069
H -0.675 -3.018 -3.355 0.072
H 0.509 0.416 -4.123 0.123
H 1.471 -0.152 -2.708 0.123
H -1.129 1.365 -2.421 0.122
H 0.302 2.206 -2.965 0.103
H 0.180 -0.464 -0.324 0.107
H -1.355 0.372 -0.289 0.131
H 0.855 1.027 1.496 0.112
H -0.049 -0.376 1.772 0.113
H -1.466 0.290 3.570 0.074
H -2.361 1.786 3.770 0.083
H -0.633 1.682 3.920 0.072
C -0.832 -3.163 -6.629 -0.104
O -2.145 -3.642 -6.469 -0.210
C -2.741 -3.462 -5.181 -0.162
C -4.280 -3.847 -5.206 -0.125
O -4.680 -5.171 -5.643 -0.153
C -4.162 -5.722 -6.846 -0.153
C -4.620 -4.859 -8.115 -0.200
O -4.370 -5.557 -9.286 -0.182
C -4.388 -4.878 -10.511 -0.116
H -0.398 -3.362 -7.609 0.092
H -0.231 -3.660 -5.869 0.078
H -0.729 -2.084 -6.513 0.083
H -2.648 -2.417 -4.885 0.106
H -2.261 -4.077 -4.419 0.112
H -4.761 -3.127 -5.869 0.111
H -4.717 -3.837 -4.208 0.117
H -4.605 -6.716 -6.915 0.121
H -3.079 -5.821 -6.779 0.113
H -3.974 -3.988 -8.007 0.100
H -5.662 -4.542 -8.062 0.127
H -4.076 -5.598 -11.267 0.084
H -3.553 -4.179 -10.568 0.083
H -5.326 -4.427 -10.834 0.087
C -3.094 -2.700 3.557 -0.064
O -4.280 -3.534 3.338 -0.181
C -4.268 -4.312 2.178 -0.224
C -4.334 -3.538 0.881 -0.178
O -3.072 -2.998 0.506 -0.128
C -2.871 -2.998 -0.862 -0.205
C -3.644 -1.931 -1.624 -0.219
O -4.922 -2.360 -1.944 -0.187
C -5.736 -1.340 -2.438 -0.109
H -3.299 -2.182 4.493 0.070
H -2.948 -1.909 2.822 0.075
H -2.173 -3.256 3.737 0.085
H -5.190 -4.885 2.275 0.128
H -3.407 -4.981 2.196 0.128
H -5.066 -2.738 0.994 0.138
H -4.675 -4.247 0.127 0.126
H -3.072 -3.945 -1.363 0.129
H -1.804 -2.792 -0.948 0.114
H -3.221 -1.533 -2.546 0.112
H -3.647 -1.027 -1.015 0.126
H -5.752 -0.451 -1.808 0.092
H -6.754 -1.729 -2.431 0.093
H -5.539 -1.012 -3.459 0.052

Record 6
120
Properties=species:S:1:pos:R:3:lowdin_charge:R:1 method="wB97M-V/def2-TZVPD" smiles="COC(=O)OC.COC(=O)OC.COC(=O)OC.COC(=O)OC.COC(=O)OC.COC(=O)OC.COC(=O)OC.COC(=O)OC.COC(=O)OC.COC(=O)OC" e_above_lowest_ev=6.8159 e_tot_ev=-93501.0342
C -0.921 -2.201 -8.284 -0.045
O 0.328 -2.084 -7.688 0.005
C 0.768 -0.936 -7.268 -0.577
O 0.205 0.195 -7.371 0.066
O 1.968 -1.179 -6.753 0.003
C 2.807 -0.154 -6.188 -0.031
H -1.761 -1.841 -7.690 0.104
H -1.082 -3.225 -8.623 0.098
H -0.756 -1.579 -9.164 0.102
H 3.876 -0.277 -6.364 0.092
H 2.521 -0.012 -5.146 0.096
H 2.677 0.833 -6.633 0.087
C 4.557 5.090 6.107 -0.047
O 5.858 5.393 6.562 0.029
C 6.582 6.280 5.927 -0.608
O 6.244 6.877 4.893 0.084
O 7.704 6.394 6.584 0.034
C 8.769 7.043 5.936 -0.057
H 3.755 5.425 6.765 0.096
H 4.391 4.053 5.817 0.096
H 4.340 5.615 5.177 0.086
H 8.556 7.872 5.260 0.096
H 9.507 6.416 5.436 0.097
H 9.306 7.525 6.753 0.093
C -10.054 -7.737 -7.276 -0.042
O -9.612 -6.714 -6.379 -0.009
C -8.724 -7.073 -5.428 -0.547
O -8.560 -8.199 -4.984 0.107
O -8.282 -5.886 -4.905 -0.006
C -7.453 -5.987 -3.716 -0.044
H -9.925 -7.328 -8.278 0.095
H -11.099 -8.027 -7.171 0.089
H -9.563 -8.685 -7.055 0.089
H -6.768 -5.172 -3.482 0.090
H -6.951 -6.918 -3.454 0.089
H -8.179 -5.950 -2.903 0.089
C -11.138 1.593 -2.922 -0.032
O -10.946 0.384 -2.196 -0.003
C -9.954 0.246 -1.343 -0.617
O -9.085 1.073 -1.081 0.096
O -10.162 -0.863 -0.648 -0.007
C -9.491 -1.183 0.637 0.004
H -11.930 1.236 -3.581 0.100
H -10.246 2.003 -3.395 0.096
H -11.470 2.397 -2.265 0.096
H -9.966 -0.533 1.371 0.092
H -8.439 -0.910 0.720 0.086
H -9.579 -2.235 0.907 0.090
C -1.490 0.830 0.216 0.001
O -0.708 2.013 -0.268 0.000
C 0.603 2.048 0.029 -0.541
O 1.274 1.330 0.788 0.083
O 1.149 3.081 -0.678 -0.023
C 2.483 3.426 -0.478 -0.076
H -1.443 0.812 1.305 0.088
H -1.095 -0.152 -0.043 0.089
H -2.520 0.854 -0.140 0.090
H 2.608 3.765 0.550 0.100
H 2.810 4.239 -1.127 0.093
H 3.146 2.604 -0.749 0.096
C 2.067 -3.165 10.073 -0.019
O 2.236 -3.308 8.633 -0.016
C 3.112 -2.544 7.952 -0.621
O 3.802 -1.604 8.380 0.079
O 3.055 -2.886 6.716 0.015
C 3.952 -2.377 5.656 0.012
H 1.922 -2.109 10.299 0.089
H 2.950 -3.556 10.579 0.097
H 1.116 -3.584 10.403 0.090
H 4.217 -1.321 5.616 0.092
H 3.542 -2.594 4.670 0.089
H 4.876 -2.943 5.776 0.094
C -8.126 -7.839 7.504 -0.015
O -6.951 -7.004 7.785 0.010
C -6.847 -5.828 7.203 -0.597
O -7.782 -5.168 6.728 0.092
O -5.570 -5.457 7.336 0.006
C -5.286 -4.133 6.939 -0.056
H -8.117 -8.101 6.446 0.096
H -9.138 -7.516 7.748 0.091
H -8.044 -8.753 8.091 0.087
H -4.225 -3.912 6.817 0.096
H -5.748 -3.428 7.630 0.098
H -5.783 -3.918 5.993 0.092
C 11.709 3.235 -5.212 -0.071
O 11.944 3.855 -3.990 -0.017
C 10.947 4.360 -3.192 -0.501
O 9.714 4.208 -3.312 0.090
O 11.489 5.129 -2.238 -0.004
C 10.764 6.115 -1.592 -0.079
H 11.088 3.904 -5.808 0.097
H 11.170 2.294 -5.102 0.097
H 12.628 3.058 -5.770 0.096
H 10.209 6.686 -2.335 0.096
H 11.430 6.751 -1.010 0.101
H 9.878 5.848 -1.016 0.094
C -0.926 -7.625 3.592 -0.024
O -0.526 -7.419 2.177 -0.051
C -1.320 -6.582 1.372 -0.477
O -2.482 -6.129 1.632 0.059
O -0.666 -6.185 0.275 -0.012
C 0.656 -6.533 -0.109 -0.044
H -1.077 -6.725 4.188 0.093
H -0.206 -8.294 4.062 0.085
H -1.828 -8.223 3.726 0.085
H 0.972 -5.972 -0.988 0.096
H 0.578 -7.572 -0.430 0.095
H 1.388 -6.477 0.697 0.095
C 3.818 12.702 -4.523 -0.002
O 4.441 11.540 -5.216 -0.024
C 3.696 10.433 -5.515 -0.488
O 2.511 10.252 -5.197 0.097
O 4.403 9.641 -6.406 -0.031
C 4.498 8.286 -6.281 -0.104
H 3.022 12.202 -3.971 0.081
H 3.259 13.409 -5.136 0.087
H 4.526 13.299 -3.949 0.090
H 5.366 7.947 -6.847 0.092
H 3.632 7.952 -6.852 0.099
H 4.622 7.777 -5.324 0.103

Record 7
9
Properties=species:S:1:pos:R:3:lowdin_charge:R:1 method="wB97M-V/def2-TZVPD" e_above_lowest_ev=0.7595 e_tot_ev=-29349.5395 charge=+1
C 0.264 -0.324 -0.211 -0.436
C 0.919 0.801 0.164 -0.874
N -2.208 -1.439 -0.072 -0.045
O -3.063 -1.600 0.672 0.162
O 2.203 1.071 0.251 0.055
S -1.275 0.313 -0.401 0.893
S -0.197 2.080 0.479 0.884
H 0.589 -1.400 -0.470 0.145
H 2.769 0.498 -0.412 0.216